(1)
Molecular formula: C6H16N2
Method: DFT, ωB97M-V/def2-TZVPD

Last column: natural (NBO) charge in e.
Atoms and positions in Å:
C (2.4681, 2.1919, 0.6748)  -0.404
N (1.8749, 0.9309, 0.3137)  -0.637
C (0.4721, 0.7874, 0.6875)  -0.215
C (-0.3800, 0.1457, -0.4373)  -0.056
C (-1.7228, 0.8547, -0.5799)  -0.639
N (-0.4502, -1.2958, -0.2402)  -0.462
C (-0.1701, -2.1824, -1.3345)  -0.397
C (-1.4742, -1.7660, 0.6732)  -0.409
H (3.5106, 2.2274, 0.3938)  0.199
H (2.4607, 2.4624, 1.7473)  0.155
H (1.9427, 3.0382, 0.2084)  0.187
H (2.4415, 0.1708, 0.6719)  0.361
H (0.3243, 0.2097, 1.5950)  0.183
H (0.0794, 1.7929, 0.8855)  0.181
H (0.2220, 0.2865, -1.3294)  0.213
H (-2.5170, 0.2515, -0.9978)  0.210
H (-2.1091, 1.2060, 0.3704)  0.203
H (-1.6622, 1.7242, -1.2439)  0.217
H (0.7418, -1.8573, -1.8316)  0.202
H (0.1163, -3.1524, -0.9194)  0.192
H (-0.9796, -2.3302, -2.0673)  0.160
H (-1.3513, -2.8390, 0.8120)  0.201
H (-2.4921, -1.5772, 0.3018)  0.165
H (-1.3459, -1.2799, 1.6459)  0.193

Atomic forces in eV per Å
C -0.13 0.93 0.62
N 0.06 -0.34 0.07
C -0.37 0.48 -0.50
C 0.43 -0.17 0.15
C -0.32 0.42 -0.33
N 0.01 -0.24 0.67
C 0.39 -0.10 0.08
C 0.31 0.25 -0.27
H 0.26 -0.04 -0.36
H -0.15 -0.39 0.07
H 0.15 -0.36 -0.26
H -0.19 0.04 -0.07
H 0.05 -0.13 0.31
H 0.09 -0.08 -0.02
H -0.08 0.09 -0.27
H -0.03 -0.47 -0.24
H 0.01 0.08 0.33
H 0.23 -0.02 0.21
H -0.12 0.25 -0.32
H -0.32 -0.14 -0.04
H 0.02 0.08 0.00
H -0.04 -0.03 0.07
H -0.06 -0.08 0.14
H -0.19 -0.04 -0.06

Summary:
HOMO energy   -0.2883 hartree
SMILES   CNC[C@H](C)N(C)C
E_LUMO   0.040 Ha
Total charge   0
Spin multiplicity   1

=====

(2)
Molecular formula: C5H10S
Method: DFT, ωB97M-V/def2-TZVPD

Last column: natural (NBO) charge in e.
Atoms and positions in Å:
C (-2.3415, -1.1286, -2.1013)  -0.789
C (-0.3989, 0.2486, -0.0480)  -0.322
C (0.7425, 0.6443, 0.4060)  -0.092
C (2.0422, -0.1621, 0.1570)  -0.654
C (0.6513, 1.3467, 1.8301)  -0.648
H (-3.2323, -1.5612, -1.3401)  0.233
H (-2.0306, -1.8493, -3.0062)  0.250
H (-2.9830, -0.2325, -2.6376)  0.236
H (-1.1566, 0.9308, 0.5816)  0.237
H (2.2887, -1.2634, 0.9047)  0.212
H (3.2577, 0.4006, 0.3375)  0.234
H (1.8730, -0.7366, -0.7683)  0.222
H (1.5654, 2.0695, 2.4306)  0.228
H (-0.4290, 1.8117, 2.0242)  0.213
H (0.7987, 0.4748, 2.6278)  0.218
S (-0.6474, -0.9933, -1.3981)  0.222

Atomic forces in eV per Å
C -3.05 -0.12 -0.86
C -4.41 1.28 -0.73
C 4.58 -0.63 3.99
C 3.24 -1.76 1.94
C 1.01 0.15 3.22
H 2.86 0.63 -2.03
H -1.18 1.25 2.21
H 2.40 -1.65 1.40
H 0.31 -2.31 -2.33
H -1.35 3.57 -1.53
H -4.22 -1.45 -1.10
H 0.93 0.79 -0.17
H -2.59 -1.56 -2.85
H 2.55 -0.78 -0.38
H -0.79 1.42 -1.74
S -0.28 1.17 0.96

Summary:
HOMO energy   -0.3078 hartree
E_LUMO   0.031 Ha
Total charge   0
Spin multiplicity   1

=====

(3)
Molecular formula: C5H8O2
Method: DFT, ωB97M-V/def2-TZVPD

Last column: natural (NBO) charge in e.
Atoms and positions in Å:
C (0.4186, -0.3240, 0.3802)  0.272
C (-1.1757, -0.8300, 0.3511)  -0.115
C (-0.4481, 0.4264, -1.2012)  0.118
C (-0.0242, 1.2805, 0.1820)  -0.472
C (0.8857, -0.3948, -1.0053)  -0.496
H (1.6368, -0.1471, 2.0264)  0.467
H (-1.4532, -0.2150, 1.2423)  0.180
H (-1.3030, -1.9481, 0.5819)  0.193
H (-0.7146, 0.9306, -2.1665)  0.212
H (-0.5765, 1.8217, 0.9379)  0.227
H (1.0514, 1.7339, 0.0237)  0.188
H (0.7959, -1.3705, -1.3659)  0.228
H (1.7752, 0.1336, -0.8900)  0.232
O (0.8058, -0.7434, 1.7999)  -0.722
O (-1.6742, -0.3537, -0.8964)  -0.512

Atomic forces in eV per Å
C -5.66 0.98 5.64
C 1.97 -0.78 2.32
C -1.01 3.06 -1.00
C 3.94 -3.16 -2.01
C -2.53 -0.45 1.07
H -2.48 -1.90 -0.57
H -0.97 -0.86 -0.78
H 0.01 1.61 -0.75
H 0.78 -0.23 0.89
H -0.61 -0.20 -0.30
H -2.37 -0.14 -0.01
H 0.76 -1.43 -1.14
H 1.74 0.87 -1.70
O 3.08 2.32 -2.52
O 3.35 0.30 0.87

Summary:
HOMO energy   -0.3543 hartree
E_LUMO   0.025 Ha
Total charge   0
Spin multiplicity   1

=====

(4)
Molecular formula: C54H63MoN4O2P
Method: DFT, ωB97M-V/def2-TZVPD

Last column: Löwdin spin population.
Atoms and positions in Å:
Mo (-5.4839, -20.4960, 0.4380)  1.686
C (-9.6366, -16.3136, 0.0697)  0.001
C (-8.2535, -15.6405, 0.0788)  0.006
C (-7.1373, -16.6345, 0.3658)  0.037
C (-5.9269, -16.3192, 0.8534)  0.011
C (-5.2649, -14.9858, 0.9776)  0.000
C (-5.7542, -13.9531, -0.0476)  0.001
C (-5.1808, -17.4963, 0.9691)  0.017
C (-3.7609, -17.5542, 1.2056)  0.008
C (-3.0367, -18.7260, 1.0285)  0.007
C (-1.5915, -18.7489, 1.1198)  0.026
C (-0.8313, -17.5459, 1.7358)  0.003
C (-0.7077, -16.3172, 0.7905)  0.001
C (-1.1337, -20.0331, 0.8936)  -0.011
C (-2.3349, -20.8356, 0.5573)  0.050
C (-2.3322, -22.2394, 0.4756)  -0.038
C (-3.4937, -22.9851, 0.1854)  0.051
N (-4.7092, -22.3402, -0.1301)  0.030
C (-5.3492, -23.3433, -0.8838)  0.030
C (-6.4327, -23.1822, -1.7265)  -0.035
C (-7.1696, -21.9632, -1.8442)  0.025
N (-6.8604, -20.8492, -1.0320)  -0.003
C (-7.8670, -19.9393, -1.2729)  -0.021
C (-8.0107, -18.6137, -0.8492)  0.019
C (-7.1196, -18.0040, -0.0031)  -0.005
N (-5.9301, -18.5385, 0.4624)  0.035
C (-8.7968, -20.4839, -2.2043)  0.021
C (-8.3438, -21.7653, -2.6014)  -0.031
C (-9.0199, -22.8013, -3.4304)  -0.005
C (-9.6956, -23.8567, -2.5628)  -0.003
C (-10.1529, -19.8294, -2.5031)  0.003
C (-10.1722, -18.8897, -3.6766)  0.001
C (-4.7280, -24.6235, -0.6544)  0.040
C (-3.6181, -24.3849, 0.0973)  0.016
C (-2.5414, -25.3274, 0.6392)  0.001
C (-1.7190, -26.1516, -0.4341)  0.001
C (-5.1940, -25.9236, -1.2708)  0.005
C (-4.6726, -26.2919, -2.6363)  0.003
N (-3.4971, -20.0482, 0.6718)  -0.023
C (0.2224, -20.6573, 0.9572)  -0.003
C (0.8523, -20.9512, -0.4045)  -0.001
H (-10.2267, -15.7721, 0.8237)  0.000
H (-9.6740, -17.3495, 0.4471)  0.000
H (-10.2016, -16.2335, -0.8302)  0.000
H (-8.1708, -14.8746, 0.8495)  0.001
H (-8.0286, -15.1843, -0.8867)  0.002
H (-4.0888, -15.0988, 0.9271)  0.000
H (-5.3818, -14.5852, 1.9974)  0.000
H (-5.6626, -14.3702, -1.0907)  0.000
H (-5.1657, -13.0442, 0.0116)  0.000
H (-6.7576, -13.5052, 0.1200)  0.000
H (-3.3041, -16.7180, 1.7065)  0.001
H (0.1597, -18.0247, 2.0259)  0.000
H (-1.3090, -17.2472, 2.6827)  0.001
H (-0.6698, -15.4325, 1.3658)  0.000
H (-1.4698, -16.2740, 0.0417)  0.000
H (0.2005, -16.3522, 0.2122)  0.000
H (-1.3656, -22.8059, 0.5943)  -0.002
H (-6.7289, -24.0145, -2.4039)  -0.001
H (-8.7885, -17.9666, -1.3256)  0.001
H (-8.2664, -23.3212, -4.0530)  -0.001
H (-9.7025, -22.3760, -4.1914)  0.000
H (-9.1720, -23.9997, -1.6379)  0.000
H (-9.7772, -24.8857, -3.0151)  0.000
H (-10.6727, -23.4965, -2.2786)  0.000
H (-10.4966, -19.3828, -1.5593)  0.000
H (-10.7966, -20.6922, -2.6172)  0.001
H (-9.5836, -18.0046, -3.4919)  0.000
H (-11.2023, -18.6397, -3.9181)  0.000
H (-9.8430, -19.3865, -4.6284)  0.000
H (-3.1013, -26.0829, 1.2636)  0.000
H (-1.9313, -24.6099, 1.2463)  0.000
H (-2.2756, -26.2062, -1.3604)  0.000
H (-1.5203, -27.1906, -0.1384)  0.000
H (-0.7783, -25.6345, -0.7000)  0.000
H (-6.3232, -25.8492, -1.3960)  0.001
H (-5.1060, -26.7600, -0.5826)  0.000
H (-4.9209, -25.5011, -3.3477)  0.000
H (-5.2514, -27.1428, -2.9989)  0.000
H (-3.6521, -26.4787, -2.6612)  0.000
H (0.0879, -21.6061, 1.4918)  -0.001
H (0.9882, -20.1240, 1.4939)  0.000
H (0.0278, -21.3029, -1.0704)  0.000
H (1.7033, -21.6685, -0.4090)  0.000
H (1.2155, -20.0201, -0.8201)  0.000
O (-3.1335, -28.2179, 6.9177)  0.000
H (-3.6676, -27.5370, 7.2638)  0.000
H (-3.4143, -28.2696, 5.9885)  0.000
O (-17.9603, -20.1849, -2.8587)  0.000
H (-18.3106, -20.7377, -3.6193)  0.000
H (-17.2792, -20.7979, -2.4940)  0.000
C (-3.2141, -22.1894, 6.0865)  0.000
C (-2.8462, -22.5224, 4.7620)  0.000
C (-3.7888, -22.3248, 3.7479)  0.000
C (-5.0044, -21.6878, 3.9481)  0.001
C (-5.4042, -21.5521, 5.2873)  -0.001
C (-4.4938, -21.6641, 6.3060)  0.000
P (-6.1883, -21.1700, 2.6290)  0.023
C (-7.0926, -19.7733, 3.4565)  0.012
C (-8.5116, -19.6098, 3.5051)  0.002
C (-9.1078, -18.7793, 4.4298)  0.000
C (-8.3209, -18.0406, 5.3171)  0.001
C (-6.9497, -18.1322, 5.2490)  0.000
C (-6.3610, -18.9388, 4.2778)  0.002
C (-7.2932, -22.5439, 2.5079)  0.002
C (-7.0527, -23.8007, 3.1749)  0.000
C (-7.9961, -24.8222, 3.0646)  0.000
C (-9.2265, -24.6451, 2.3848)  0.000
C (-9.4268, -23.4592, 1.6804)  0.000
C (-8.4684, -22.4283, 1.7684)  0.001
H (-2.5862, -22.3030, 6.9440)  0.000
H (-1.9423, -23.1359, 4.5366)  0.000
H (-3.4968, -22.6076, 2.7886)  0.000
H (-6.4128, -21.3000, 5.4861)  0.000
H (-4.8753, -21.4167, 7.2649)  0.000
H (-9.0400, -20.1593, 2.7222)  0.000
H (-10.2031, -18.6709, 4.4622)  0.000
H (-8.7685, -17.4222, 6.1057)  0.000
H (-6.3070, -17.6372, 5.9578)  0.000
H (-5.2551, -19.0290, 4.2870)  0.000
H (-6.1702, -23.9343, 3.7572)  0.000
H (-7.8444, -25.7462, 3.6815)  0.000
H (-9.9692, -25.4475, 2.4578)  0.000
H (-10.3021, -23.3888, 0.9933)  0.000
H (-8.6546, -21.5355, 1.1805)  0.000

Atomic forces in eV per Å
Mo 1.93 -1.20 -1.68
C -0.57 0.58 2.18
C 0.51 -1.44 -0.16
C -1.65 1.28 -1.04
C 1.56 1.22 0.58
C 1.46 0.83 0.83
C 0.01 0.36 -0.72
C 1.20 -0.96 -0.90
C -1.87 -2.31 0.35
C 0.38 -0.07 -0.58
C 0.33 0.12 1.52
C 0.72 -1.59 -0.60
C 0.72 -1.46 0.16
C -1.40 0.58 -0.56
C 0.55 -0.49 1.20
C 0.01 0.16 -0.14
C -0.45 2.38 1.12
N 0.93 -1.89 -1.27
C -1.18 -0.05 0.28
C -0.29 0.85 -0.28
C 1.17 -0.92 0.68
N 0.28 -0.20 0.12
C -1.32 0.28 -1.58
C 0.43 0.03 -0.06
C -0.13 0.61 0.49
N 0.49 0.07 0.25
C -0.40 -0.24 0.01
C -0.07 1.59 1.03
C 0.63 -0.61 -1.22
C -0.55 -0.92 -0.32
C 1.12 -1.27 0.93
C -0.45 -0.81 -1.40
C 0.30 -0.66 -0.61
C 1.20 -1.34 -0.69
C -0.71 -0.20 -0.22
C 0.01 0.93 0.28
C -2.28 0.45 0.57
C -2.02 0.59 -0.62
N -0.17 1.18 -0.29
C 0.35 -0.93 0.08
C -0.83 -0.39 -0.96
H -0.13 -0.09 -0.31
H 0.27 0.47 -0.30
H -0.15 -0.01 -0.89
H -0.29 -0.01 -0.20
H -0.15 0.16 0.05
H -2.43 0.20 -0.34
H -0.22 -0.02 -0.18
H -0.25 0.54 0.99
H 0.64 -0.08 -0.12
H 0.43 -0.95 -0.07
H 0.27 0.09 -0.41
H -0.94 1.16 -0.34
H 0.01 -0.26 -0.35
H -0.12 1.08 0.52
H -0.85 0.07 -0.17
H 0.52 -0.14 -0.08
H -1.18 0.92 -0.24
H 0.25 0.70 0.83
H 0.75 -1.09 0.71
H -0.08 0.35 0.27
H 0.18 -0.01 0.66
H 0.52 -0.04 0.54
H -0.07 1.25 0.10
H -0.52 -0.15 0.04
H 0.04 0.24 -0.37
H -0.54 -0.02 -0.47
H 0.14 0.32 -0.14
H -0.09 0.46 0.25
H 0.19 0.39 0.97
H 0.80 0.95 -0.17
H -0.12 -1.48 -0.08
H -0.17 0.01 -0.07
H 0.08 0.51 0.22
H -0.34 -0.37 0.31
H 1.19 0.00 0.29
H 0.44 0.02 0.27
H 0.30 0.15 -0.02
H 0.35 -0.23 0.10
H 1.76 -0.45 -0.20
H 0.13 0.12 0.06
H -0.24 0.63 0.65
H 0.89 -0.02 0.14
H -0.77 0.40 0.29
H 0.10 0.18 -0.24
O 0.70 -1.07 -1.33
H -0.95 1.23 0.87
H 0.25 -0.16 0.46
O 0.30 -1.97 -1.06
H 0.41 1.16 1.27
H -0.72 0.80 -0.21
C -0.44 0.55 -1.19
C -0.54 -1.12 1.08
C 0.64 1.00 0.48
C -0.12 -0.49 0.45
C 0.35 0.61 -1.22
C 0.24 -0.91 -0.40
P -0.11 0.33 2.23
C -1.07 0.22 0.34
C 1.23 -0.97 -1.16
C -0.63 0.47 -0.13
C -0.35 0.03 0.59
C 0.21 -0.10 -0.57
C 1.66 -0.29 0.47
C -1.01 -2.14 0.37
C -1.08 1.01 -1.27
C -0.41 -0.24 1.08
C 1.04 0.06 0.36
C -0.10 -0.24 -0.37
C -0.52 -0.50 -0.69
H 0.58 -0.19 0.13
H -0.67 0.92 0.28
H 0.37 -0.31 -1.59
H -0.75 0.50 0.40
H 0.14 -0.03 0.95
H -0.48 0.18 0.75
H 0.64 -0.15 -0.09
H 0.04 -0.32 -0.48
H -0.01 0.29 0.03
H -0.76 0.16 0.00
H 0.45 -0.13 0.29
H -0.08 0.90 -0.86
H 0.26 0.43 -0.36
H 0.72 0.29 0.85
H 0.01 0.07 -0.01

Summary:
HOMO energy (alpha / beta)   -0.4508 / -0.4485 hartree
E_LUMO (alpha / beta)   -0.272 / -0.254 Ha
Total charge   +2
Spin multiplicity   3

=====

| no. | total energy (Ha) |
| --- | --- |
| 1 | -347.673839 |
| 2 | -594.483782 |
| 3 | -345.630073 |
| 4 | -2874.014658 |